1.
Entry from OMol25: 2 unconnected molecules or ions with the total composition C9H15O2 in a non-equilibrium geometry (ωB97M-V/def2-TZVPD).

Results
- M: 155.217 g mol⁻¹
- Charge: +1
- Electronic energy: -13662.40861 eV
- Relative energy (zero: lowest compared OMol25 entry of this formula, charge and spin): 0.0 kcal per mole
- E_HOMO: -13.89 eV
- Kohn-Sham gap: 11.46 eV

Positions of all 26 atoms, in Å:
C: 1.623 -1.351 0.429
C: 2.291 0.102 0.588
C: -1.050 -1.534 0.042
C: 1.215 2.172 -0.419
C: -1.223 -0.660 -1.239
C: 0.241 1.529 -1.443
C: 0.151 -0.987 0.877
C: 1.244 1.130 0.700
C: -0.370 0.522 -0.850
O: -3.855 0.128 0.642
O: -0.016 0.386 0.565
H: 1.649 -1.717 -0.672
H: 2.128 -2.042 1.055
H: 3.096 0.034 1.378
H: 2.780 0.418 -0.339
H: -1.920 -1.558 0.634
H: -0.845 -2.519 -0.362
H: 2.120 2.212 -0.987
H: 0.848 3.190 -0.182
H: -0.823 -1.162 -2.088
H: -2.219 -0.432 -1.471
H: -4.176 -0.739 0.384
H: 0.066 2.046 -2.382
H: -0.026 -1.081 2.021
H: 1.355 1.575 1.708
H: -4.284 0.339 1.413



2.
Entry from OMol25: 2 unconnected molecules or ions with the total composition C2H6N3 in a non-equilibrium geometry (ωB97M-V/def2-TZVPD).

Results
- M: 72.091 g mol⁻¹
- Charge: +1
- Electronic energy: -6630.55479 eV
- Relative energy (zero: lowest compared OMol25 entry of this formula, charge and spin): 104.5 kcal per mole
- E_HOMO: -13.82 eV
- Kohn-Sham gap: 9.47 eV

Positions of all 11 atoms, in Å:
C: 1.044 -0.613 -0.855
C: -1.989 0.211 0.718
N: 0.318 -0.223 1.009
N: -0.726 0.084 1.250
N: 2.080 0.100 -0.806
H: 0.979 -1.325 -1.714
H: -2.080 -0.146 -0.424
H: -2.044 1.352 0.692
H: -2.777 -0.052 1.454
H: 2.947 -0.034 -1.437
H: 2.249 0.645 0.111



3.
Entry from OMol25: 2 unconnected molecules or ions with the total composition C2H8 in a non-equilibrium geometry (ωB97M-V/def2-TZVPD).

Results
- M: 32.086 g mol⁻¹
- Charge: 0
- Electronic energy: -2203.48674 eV
- Relative energy (zero: lowest compared OMol25 entry of this formula, charge and spin): 3.4 kcal per mole
- E_HOMO: -12.88 eV
- Kohn-Sham gap: 13.90 eV
- SMILES: C.C

Positions of all 10 atoms, in Å:
C: 1.967 -0.086 -2.055
H: 1.690 -0.437 -3.043
H: 3.034 0.109 -2.010
H: 1.333 0.695 -1.647
H: 1.774 -0.895 -1.339
C: -1.917 0.128 2.009
H: -1.416 0.728 1.258
H: -1.807 -0.954 1.956
H: -1.669 0.429 3.023
H: -2.989 0.282 1.849



4.
Entry from OMol25: 2 unconnected molecules or ions with the total composition C3H10N2O2 in a non-equilibrium geometry (ωB97M-V/def2-TZVPD).

Results
- M: 106.125 g mol⁻¹
- Charge: 0
- Electronic energy: -10348.23299 eV
- Relative energy (zero: lowest compared OMol25 entry of this formula, charge and spin): 28.9 kcal per mole
- E_HOMO: -9.54 eV
- Kohn-Sham gap: 10.27 eV
- SMILES: CC(=O)NCN.O

Positions of all 17 atoms, in Å:
C: 0.511 0.920 1.629
C: 1.090 0.148 0.448
O: 2.250 -0.123 0.299
N: 0.097 -0.313 -0.429
C: -0.069 -1.743 -0.562
N: -0.473 -2.393 0.716
H: 0.113 1.803 1.221
H: 1.258 1.167 2.368
H: -0.315 0.337 2.010
H: -0.811 0.125 -0.440
H: 0.846 -2.150 -0.927
H: -0.809 -1.966 -1.317
H: 0.283 -3.022 0.976
H: -1.216 -3.047 0.480
O: -1.191 3.342 -1.881
H: -1.107 2.966 -2.767
H: -0.457 3.951 -1.824



5.
Entry from OMol25: C2H2N4O2 in the gas phase in a non-equilibrium geometry (ωB97M-V/def2-TZVPD).

Results
- M: 114.064 g mol⁻¹
- Charge: 0
- Electronic energy: -12155.67944 eV
- Relative energy (zero: lowest compared OMol25 entry of this formula, charge and spin): 163.0 kcal per mole
- E_HOMO: -10.23 eV
- Kohn-Sham gap: 9.61 eV
- SMILES: C=Nn1onnc1=O

Positions of all 10 atoms, in Å:
C: 0.114 1.782 -0.643
N: 0.920 0.692 -0.662
N: 0.388 -0.193 0.250
O: 1.387 -1.050 0.617
N: 0.843 -2.293 0.874
N: -0.395 -2.272 0.734
C: -0.823 -0.913 0.177
O: -1.970 -0.572 -0.174
H: -0.843 2.140 0.153
H: 0.380 2.681 -1.327



6.
Entry from OMol25: 3 unconnected molecules or ions with the total composition C4H10N2O2 in a non-equilibrium geometry (ωB97M-V/def2-TZVPD).

Results
- M: 118.136 g mol⁻¹
- Charge: 0
- Electronic energy: -11385.27915 eV
- Relative energy (zero: lowest compared OMol25 entry of this formula, charge and spin): 37.4 kcal per mole
- E_HOMO: -8.38 eV
- Kohn-Sham gap: 9.01 eV
- SMILES: Cc1c[nH]cn1.O.O

Positions of all 18 atoms, in Å:
C: 0.890 -2.714 0.393
C: 0.522 -1.286 0.123
C: 1.246 -0.390 -0.612
N: 0.429 0.679 -0.825
C: -0.750 0.385 -0.219
N: -0.738 -0.788 0.342
H: 0.634 -3.319 -0.476
H: 1.958 -2.805 0.495
H: 0.411 -3.039 1.297
H: 2.278 -0.537 -0.851
H: 0.631 1.502 -1.364
H: -1.565 1.090 -0.273
O: -0.873 1.902 -3.153
H: -1.735 2.249 -2.937
H: -0.881 1.074 -3.630
O: -0.233 1.411 3.802
H: 0.339 0.644 3.779
H: -1.148 1.119 3.880



7.
Entry from OMol25: CH3FO2 in the gas phase in a non-equilibrium geometry (ωB97M-V/def2-TZVPD).

Results
- M: 66.031 g mol⁻¹
- Charge: 0
- Electronic energy: -7894.34164 eV
- Relative energy (zero: lowest compared OMol25 entry of this formula, charge and spin): 90.3 kcal per mole
- E_HOMO: -11.72 eV
- Kohn-Sham gap: 12.52 eV
- SMILES: OOCF

Positions of all 7 atoms, in Å:
O: -0.527 1.472 -0.136
O: -0.746 0.083 -0.433
C: -0.054 -0.705 0.431
F: -0.757 -1.041 1.590
H: -1.273 1.768 0.412
H: 0.047 -1.772 0.087
H: 0.980 -0.063 0.904



8.
Entry from OMol25: a molecular structure, C30H28AgFN7O5S (ωB97M-V/def2-TZVPD).

Results
- M: 725.531 g mol⁻¹
- Charge: -1
- Electronic energy: -69786.94014 eV
- Relative energy (zero: lowest compared OMol25 entry of this formula, charge and spin): 0.1 kcal per mole
- E_HOMO: -5.01 eV
- Kohn-Sham gap: 7.11 eV

Positions of all 73 atoms, in Å:
Ag: 3.099 1.169 0.367
O: 0.601 -3.213 -0.500
C: -0.483 -2.715 -1.111
C: -1.370 -3.599 -1.732
C: -2.482 -3.116 -2.400
C: -2.726 -1.748 -2.466
C: -1.850 -0.872 -1.843
C: -0.727 -1.330 -1.160
C: 0.228 -0.388 -0.483
O: 1.346 -0.855 -0.109
N: -0.234 0.847 -0.345
N: 0.677 1.661 0.249
C: 0.295 2.847 0.513
C: 1.222 3.789 1.164
C: 0.754 4.985 1.704
C: 1.644 5.812 2.370
C: 2.968 5.421 2.489
C: 3.353 4.217 1.911
N: 2.509 3.440 1.247
H: 1.121 -2.394 -0.208
H: -1.163 -4.660 -1.668
H: -3.164 -3.814 -2.873
H: -3.594 -1.370 -2.993
H: -2.015 0.197 -1.865
H: -0.724 3.172 0.299
H: -0.294 5.243 1.613
H: 1.303 6.745 2.802
H: 3.692 6.027 3.017
H: 4.368 3.841 1.992
C: 6.093 2.118 -3.489
C: 6.868 0.874 -3.080
N: 6.336 0.195 -1.901
C: 6.540 0.763 -0.669
C: 6.130 0.232 0.499
C: 5.988 1.173 1.688
O: 6.987 1.713 2.165
O: 4.770 1.353 1.991
C: 5.652 -1.141 0.526
O: 5.533 -1.834 1.524
C: 5.233 -1.630 -0.812
C: 4.414 -2.761 -0.873
C: 3.767 -3.061 -2.032
F: 2.980 -4.159 -2.124
C: 3.866 -2.204 -3.133
C: 4.782 -1.186 -3.141
C: 5.504 -0.897 -1.972
N: 2.828 -2.226 -4.166
C: 1.458 -2.095 -3.534
C: 0.418 -1.818 -4.615
N: 0.882 -2.393 -5.885
C: 1.521 -3.679 -5.680
C: 2.902 -3.406 -5.091
H: 6.627 2.634 -4.289
H: 5.994 2.803 -2.646
H: 5.094 1.875 -3.845
H: 7.903 1.135 -2.849
H: 6.906 0.151 -3.895
H: 7.018 1.736 -0.684
H: 4.262 -3.343 0.026
H: 4.798 -0.502 -3.980
H: 1.528 -1.290 -2.805
H: 1.268 -3.025 -3.009
H: 0.291 -0.745 -4.745
H: -0.528 -2.249 -4.268
H: 2.922 -1.334 -4.708
H: 0.124 -2.449 -6.549
H: 1.644 -4.193 -6.633
H: 0.952 -4.346 -5.015
H: 3.618 -3.142 -5.868
H: 3.280 -4.253 -4.522
S: 2.644 0.934 -4.888
C: 2.762 1.081 -3.229
N: 2.862 1.130 -2.073



9.
Entry from OMol25: a molecular structure, C40H30CeN8O3S in a non-equilibrium geometry (ωB97M-V/def2-TZVPD).

Results
- M: 842.916 g mol⁻¹
- Charge: +2
- Electronic energy: -83786.34828 eV
- Relative energy (zero: lowest compared OMol25 entry of this formula, charge and spin): 0.0 kcal per mole
- E_HOMO: -12.84 eV
- Kohn-Sham gap: 6.01 eV

Positions of all 83 atoms, in Å:
Ce: -0.301 0.138 -0.216
C: -0.443 2.391 3.842
C: 0.895 2.333 4.190
C: 1.685 1.313 3.676
C: 1.119 0.399 2.810
N: -0.170 0.479 2.425
C: -0.926 1.444 2.960
C: 1.880 -0.736 2.230
C: 3.064 -1.208 2.763
C: 3.687 -2.280 2.144
C: 3.107 -2.862 1.029
C: 1.911 -2.348 0.563
N: 1.321 -1.300 1.153
C: 1.182 -2.910 -0.603
C: 1.749 -3.850 -1.443
C: 1.006 -4.336 -2.509
C: -0.283 -3.871 -2.696
C: -0.769 -2.924 -1.815
N: -0.062 -2.441 -0.791
H: -1.101 3.157 4.229
H: 1.325 3.070 4.857
H: 2.731 1.246 3.939
H: -1.969 1.451 2.663
H: 3.484 -0.770 3.658
H: 4.618 -2.671 2.537
H: 3.579 -3.707 0.551
H: 2.764 -4.187 -1.289
H: 1.432 -5.072 -3.179
H: -0.904 -4.233 -3.505
H: -1.779 -2.547 -1.914
C: -3.967 2.813 0.364
O: -3.375 3.719 1.287
C: -2.083 4.098 1.158
C: -1.775 5.339 1.700
C: -0.487 5.859 1.665
C: 0.514 5.113 1.085
C: 0.234 3.838 0.577
C: 1.356 3.070 0.117
N: 1.337 1.797 -0.068
N: 2.550 1.194 -0.415
C: 2.421 0.212 -1.255
O: 1.269 -0.149 -1.804
C: 3.654 -0.535 -1.594
C: 3.645 -1.410 -2.677
C: 4.785 -2.131 -2.999
C: 5.935 -1.984 -2.235
C: 5.949 -1.104 -1.155
C: 4.815 -0.378 -0.836
C: -1.075 3.311 0.588
O: -1.339 2.102 0.080
H: -5.039 2.953 0.466
H: -3.715 1.782 0.604
H: -3.668 3.035 -0.662
H: -2.592 5.900 2.138
H: -0.285 6.838 2.076
H: 1.529 5.489 1.032
H: 2.297 3.588 -0.053
H: 2.741 -1.513 -3.265
H: 4.784 -2.799 -3.851
H: 6.827 -2.544 -2.485
H: 6.852 -0.980 -0.571
H: 4.817 0.317 -0.007
N: -4.801 -0.269 -0.780
C: -4.886 -0.660 0.555
C: -5.967 -0.817 1.416
C: -5.669 -1.206 2.706
C: -4.345 -1.434 3.123
C: -3.280 -1.276 2.260
C: -3.571 -0.874 0.957
N: -2.720 -0.616 -0.125
C: -3.504 -0.257 -1.124
C: -2.958 0.121 -2.423
C: -3.589 0.338 -3.602
S: -2.447 0.740 -4.804
C: -1.188 0.590 -3.675
N: -1.586 0.263 -2.475
H: -5.575 -0.018 -1.373
H: -6.987 -0.649 1.095
H: -6.474 -1.343 3.415
H: -4.164 -1.749 4.142
H: -2.260 -1.460 2.574
H: -4.642 0.273 -3.831
H: -0.149 0.746 -3.934